79
Properties=species:S:1:pos:R:3:lowdin_spin:R:1 method="wB97M-V/def2-TZVPD" energy_ha=-3750.727946 homo_ev="-7.137 / -7.137" relative_energy_kj_mol=164.3 e_lumo_ha="0.00915 / 0.00926" multiplicity=6
C -2.2648 -1.8507 -4.4194 0.000
C -1.6397 -2.1510 -3.0889 0.000
H -2.8317 -2.7578 -4.7339 0.000
H -1.6598 -1.4767 -5.2884 0.000
H -2.9797 -1.0668 -4.1729 0.000
C -0.7261 -3.1796 -3.0434 0.000
C -0.4658 -4.0236 -4.2080 0.000
H -0.3403 -3.5093 -2.0863 0.000
H 0.0667 -3.4970 -5.0495 0.000
H -1.4048 -4.4698 -4.5821 0.000
H 0.0640 -4.9271 -3.8617 0.000
Sm 1.1386 1.8272 1.3389 5.055
Cl -1.6989 1.6625 1.1279 -0.010
Cl 2.1890 3.7727 -0.1295 -0.012
H 1.1836 6.3249 4.3806 0.000
H -1.3055 6.7946 3.8344 0.000
C 1.2552 5.8457 3.3875 0.000
C -1.1365 6.3784 2.8310 0.000
N -0.0646 5.4083 2.9147 0.001
H 1.9495 4.9681 3.4584 0.000
C -0.2615 4.1565 2.6546 0.001
O 0.5977 3.2503 2.9855 -0.008
H -2.0084 5.7952 2.5019 0.000
H -1.1438 3.8729 2.0847 0.000
H 1.6745 6.6033 2.6963 0.000
H -0.8776 7.1561 2.1042 0.000
H 2.5782 -0.6244 -2.5948 0.000
H 2.3686 -3.1983 -2.0597 0.000
C 3.4314 -0.5737 -1.8809 0.000
C 3.2166 -3.0438 -1.3500 0.000
N 3.2131 -1.6307 -0.8481 0.000
H 3.4408 0.3804 -1.3378 0.000
C 3.0181 -1.2893 0.4338 0.000
O 2.7566 -0.1224 0.8567 -0.003
H 3.1495 -3.7870 -0.5290 0.000
H 3.1086 -2.1194 1.1751 0.000
H 4.3906 -0.7890 -2.3786 0.000
H 4.1613 -3.2342 -1.9054 0.000
O -0.8978 -0.4266 -2.7408 0.000
C -1.8895 -1.1479 -1.9312 0.000
C -0.1134 -2.1694 -0.3063 0.000
C -1.3903 -1.6128 -0.5221 0.000
H 0.6195 -1.9761 -1.0839 0.000
C 0.1865 -2.8374 0.8562 0.000
H -2.8379 -0.5123 -1.8062 0.000
C -2.3036 -1.7135 0.5297 0.000
H 1.2046 -3.2233 1.0383 0.000
C -0.7797 -3.0573 1.7977 0.000
C -2.0114 -2.4082 1.6973 0.000
H -3.2091 -1.1639 0.4299 0.000
H -0.6233 -3.7267 2.6141 0.000
H -2.7239 -2.5719 2.5089 0.000
Si -0.9213 1.2086 -3.0899 0.000
Cl 0.5609 0.6232 -0.6965 -0.016
C 0.7522 2.0983 -3.3607 0.000
C -1.9279 2.5093 -2.1836 0.000
C -1.6966 0.9073 -4.6826 0.000
H 1.3196 2.4348 -2.4762 0.000
H 0.4346 3.0091 -3.9157 0.000
H 1.4069 1.5548 -4.0435 0.000
H -1.0662 0.1774 -5.2359 0.000
H -1.7686 1.8308 -5.1995 0.000
H -2.7061 0.5230 -4.6058 0.000
H -2.8506 2.1650 -1.7274 0.000
H -2.1866 3.2039 -2.9720 0.000
H -1.3760 3.1106 -1.4590 0.000
N -0.2430 -2.8037 6.1200 0.000
C 0.0644 -1.8260 5.2324 0.000
C 1.3205 -1.8327 4.5876 0.000
C 1.5570 -0.8617 3.6124 0.000
N 0.6678 0.0993 3.2498 -0.007
C -0.5386 0.0649 3.8706 0.000
C -0.8834 -0.8345 4.8855 0.000
H 0.4203 -3.4683 6.4287 0.000
H -1.1432 -2.7850 6.6259 0.000
H 2.0496 -2.6121 4.8380 0.000
H 2.4850 -0.8224 3.0438 0.000
H -1.2343 0.8070 3.4779 0.000
H -1.8697 -0.8094 5.3761 0.000



79
Properties=species:S:1:pos:R:3:lowdin_spin:R:1 method="wB97M-V/def2-TZVPD" energy_ha=-3942.110299 homo_ev="-1.754 / -1.764" total_charge=-1 e_lumo_ha="0.08818 / 0.08798" multiplicity=3
C -2.4395 -2.4144 -4.5081 0.000
C -1.4690 -2.6246 -3.3319 0.000
H -2.9377 -3.3707 -4.7593 0.000
H -1.8100 -2.0625 -5.3479 0.000
H -3.2175 -1.6699 -4.2903 0.000
C -0.7272 -3.8032 -3.3511 0.000
C -0.1913 -4.5728 -4.4939 0.000
H -0.6041 -4.3861 -2.4509 0.000
H 0.5798 -4.1059 -5.1279 0.000
H -0.8670 -5.0508 -5.2126 0.000
H 0.2687 -5.4609 -4.0189 0.000
Ti 0.9732 1.9591 0.6717 1.546
Cl -1.3885 1.7955 0.7131 0.017
Cl 1.5914 4.0797 0.1180 0.048
H 2.0083 5.5024 4.3728 0.000
H -0.1720 6.3695 4.0821 0.000
C 1.9097 4.6423 3.7075 0.001
C -0.2029 5.8526 3.1189 0.000
N 0.5358 4.6041 3.2165 0.004
H 2.1541 3.7221 4.2599 0.000
C 0.0687 3.4581 2.7357 0.015
O 0.8614 2.4509 2.6406 0.062
H -1.2591 5.6680 2.8506 0.000
H -1.0261 3.3473 2.5714 0.002
H 2.6017 4.7487 2.8661 0.001
H 0.2110 6.5379 2.3651 0.000
H 2.2383 -0.5542 -2.3769 0.002
H 3.0517 -3.1933 -0.4199 0.001
C 3.2492 -0.6259 -1.9593 0.005
C 3.8391 -2.4208 -0.3588 0.005
N 3.2556 -1.0996 -0.5779 0.048
H 3.7355 0.3513 -2.0384 0.002
C 2.7565 -0.4711 0.5053 0.091
O 2.6186 0.7913 0.6592 0.000
H 4.2845 -2.4488 0.6419 0.001
H 2.4848 -1.1668 1.3327 0.007
H 3.7995 -1.3758 -2.5217 0.000
H 4.6050 -2.5945 -1.1225 0.001
O -0.9325 -1.2339 -2.7936 0.002
C -1.7903 -1.9728 -1.9505 0.000
C -0.1556 -3.3610 -0.4797 0.000
C -1.3389 -2.6004 -0.6679 0.000
H 0.5115 -3.6493 -1.3122 0.000
C 0.1442 -3.8793 0.7899 0.000
H -2.7921 -1.5058 -1.8419 0.000
C -2.2689 -2.5532 0.3964 0.000
H 1.0832 -4.4272 0.9369 0.000
C -0.7882 -3.7989 1.8349 0.000
C -2.0036 -3.1366 1.6207 0.000
H -3.2460 -2.0867 0.2094 0.000
H -0.5829 -4.2754 2.8026 0.000
H -2.7646 -3.1222 2.4062 0.000
Si -0.7018 2.2479 -3.0870 0.057
Cl 0.8471 1.1138 -1.3465 0.041
C 0.7032 3.2494 -3.8663 0.010
C -1.2561 3.6962 -1.9312 0.008
C -2.1289 1.6753 -4.1192 0.012
H 1.6574 2.7167 -3.9184 0.001
H 0.8676 4.1630 -3.2631 0.001
H 0.4378 3.5817 -4.8896 0.001
H -1.8005 1.0342 -4.9566 0.000
H -2.5343 2.6432 -4.5119 0.002
H -2.8914 1.1583 -3.5052 0.000
H -2.2143 3.5319 -1.4148 0.000
H -1.2872 4.6241 -2.5517 0.001
H -0.4712 3.8563 -1.1578 0.001
N 1.1672 -1.7734 3.4912 0.001
C 0.1014 -1.0681 3.9685 0.000
C -0.0103 -0.7901 5.3518 0.000
C -1.1225 -0.0774 5.7925 0.000
C -2.0476 0.3687 4.8389 0.000
C -1.8348 0.0465 3.4906 0.000
N -0.7767 -0.6382 3.0578 0.001
H 1.0523 -2.2216 2.5825 0.000
H 1.7789 -2.2141 4.1510 0.000
H 0.7675 -1.1777 6.0086 0.000
H -1.2765 0.1179 6.8531 0.000
H -2.9407 0.9390 5.1030 0.000
H -2.5304 0.3911 2.7177 0.000



77
Properties=species:S:1:pos:R:3:lowdin_charge:R:1 method="wB97M-V/def2-TZVPD" energy_ha=-2641.830415 homo_ev=-10.110 relative_energy_kj_mol=1770.0 total_charge=+1 e_lumo_ha=-0.14159
C -0.2893 -3.7790 0.4200 -0.044
C -1.7086 -2.9661 0.6089 -0.085
N -2.9831 -3.3400 -0.1305 -0.198
P -2.9966 -4.7126 -1.2693 0.368
S -3.9663 -4.3482 -2.9307 0.161
C -4.0920 -2.3960 0.2929 -0.060
C -5.6432 -2.3645 -0.2377 -0.140
C -5.8104 -0.9909 -1.1772 -0.189
C -6.8465 -1.2559 -2.4632 -0.179
C -8.3557 -0.6768 -2.1830 -0.235
O -8.7105 -0.6553 -0.7514 -0.146
C -3.5633 -1.3173 1.4115 -0.004
C -4.3151 -0.1134 2.2331 -0.130
C -3.9732 1.3939 1.6673 -0.265
C -5.1030 2.4969 2.1970 -0.541
Cl -4.3661 4.2244 2.2712 0.450
N -2.0926 -1.7807 1.4680 -0.034
C -1.0360 -1.1105 2.3324 -0.058
C 0.1506 -0.5401 1.3554 -0.203
O 1.4060 -1.0281 1.5547 -0.064
C -0.0064 0.5858 0.1745 -0.075
C -1.3664 0.9405 -0.6694 -0.024
C -1.4481 2.1039 -1.8683 -0.043
C -0.0875 2.9580 -2.2556 -0.035
C 1.2936 2.5700 -1.4340 -0.031
C 1.3668 1.4308 -0.2430 0.040
H -0.4476 -4.9440 0.2422 0.090
H 0.3374 -3.7091 1.4307 0.109
H 0.3870 -3.3779 -0.4509 0.119
H -3.4902 -5.9473 -0.6440 0.014
H -1.6242 -5.0389 -1.6810 0.006
H -5.8730 -3.2599 -0.9674 0.079
H -6.4508 -2.2656 0.6076 0.122
H -6.1751 -0.0602 -0.5477 0.111
H -4.7807 -0.6713 -1.6749 0.112
H -6.9014 -2.4034 -2.7044 0.101
H -6.4616 -0.7206 -3.4509 0.124
H -8.4156 0.3886 -2.6991 0.138
H -9.1180 -1.4236 -2.7106 0.132
H -8.5467 -1.5534 -0.3324 0.098
H -3.9537 -0.1286 3.3652 0.136
H -5.4852 -0.2749 2.1996 0.136
H -4.0243 1.4251 0.4840 0.102
H -2.8994 1.7843 1.9887 0.113
H -5.5591 2.1806 3.2435 0.100
H -5.9447 2.5569 1.3546 0.097
H -0.5629 -1.9849 2.9934 0.157
H -1.4538 -0.3244 3.0923 0.149
H -2.3661 0.3684 -0.4613 0.046
H -2.4784 2.3237 -2.4226 0.094
H -0.1725 3.7875 -3.0837 0.097
H 2.2759 3.1648 -1.7390 0.100
H 2.3606 1.1756 0.3259 0.080
C 7.8380 -0.9035 -1.3289 -0.114
O 8.2311 -0.5128 -0.0203 -0.200
C 9.2021 0.5418 -0.0093 -0.200
C 8.5833 1.8507 0.5028 -0.203
N 7.6313 2.4083 -0.4670 -0.056
C 6.8047 3.4942 0.0714 -0.194
C 5.8644 3.1571 1.2471 -0.212
O 4.7899 2.2840 0.8996 -0.201
C 5.1242 0.9031 0.9098 -0.097
H 7.2613 -1.8288 -1.2487 0.089
H 7.2003 -0.1450 -1.7873 0.071
H 8.7088 -1.0944 -1.9643 0.089
H 9.6760 0.6772 -0.9887 0.122
H 9.9850 0.2350 0.6912 0.120
H 9.3773 2.5809 0.6873 0.123
H 8.0889 1.6300 1.4546 0.098
H 7.0125 1.6691 -0.7882 0.063
H 6.1880 3.8553 -0.7593 0.116
H 7.4583 4.3253 0.3612 0.118
H 5.3918 4.0964 1.5587 0.120
H 6.3999 2.7895 2.1284 0.110
H 5.8756 0.6585 1.6661 0.094
H 5.4589 0.5956 -0.0813 0.072
H 4.2156 0.3363 1.1337 0.069